(1)
C3H4CrFO3 as an isolated structure, computed with wB97M-V/def2-TZVPD.

The geometry in ORCA input format:
```
! wB97M-V def2-TZVPD RIJCOSX def2/J DEFGRID3
* xyz 0 6
C 2.799 -0.348 0.820
C 1.665 -0.536 0.033
H 2.613 0.214 1.741
H 3.515 -1.176 0.875
F 1.798 -1.323 -1.067
H 0.964 0.282 -0.185
Cr 4.098 1.259 -0.252
O 0.266 -2.599 2.938
C 0.193 -2.691 1.581
O 0.337 -3.787 1.039
O 0.122 -1.541 1.034
H 0.401 -3.485 3.294
*
```

The HOMO energy (spin up / spin down) comes out at -8.3 / -8.3 eV. Its relative energy (zero: lowest compared OMol25 entry of this formula, charge and spin) is 45.3 kcal per mole. The largest force on an atom is 2.0 eV/Å. The expectation value of S² is 8.764.

Here are the Löwdin charges for atoms 1 to 5, given in e: -0.169, -0.213, 0.059, 0.062, 0.033

=====

(2)
A 2-piece molecular cluster, C2H6NO2 overall, computed with wB97M-V/def2-TZVPD.

The geometry in ORCA input format:
```
! wB97M-V def2-TZVPD RIJCOSX def2/J DEFGRID3
* xyz -1 1
C -0.324 -1.708 1.273
O -0.395 -1.532 -0.119
H -0.214 -0.713 1.733
H 0.628 -2.183 1.505
H -1.102 -2.436 1.739
C 0.254 2.097 -1.397
N 0.228 1.088 -0.381
O 0.739 3.175 -1.611
H -0.583 1.953 -2.110
H -0.394 -0.559 -0.555
H 1.162 0.818 -0.077
*
```

The HOMO energy comes out at -3.5 eV. Its relative energy (zero: lowest compared OMol25 entry of this formula, charge and spin) is 56.6 kcal per mole. The largest force on an atom is 4.9 eV/Å.

Here are the Löwdin charges for atoms 1 to 5, given in e: -0.253, -0.257, 0.058, 0.039, 0.079

=====

(3)
C31H44BaBrClN8O2Sb as an isolated structure, computed with wB97M-V/def2-TZVPD.

The geometry in ORCA input format:
```
! wB97M-V def2-TZVPD RIJCOSX def2/J DEFGRID3
* xyz 1 1
Ba -0.103 0.112 0.085
C 4.866 -1.748 -0.448
C 4.052 -3.005 -0.322
C 4.700 -4.220 -0.125
C 3.953 -5.374 -0.028
C 2.576 -5.272 -0.136
C 1.990 -4.024 -0.328
N 2.718 -2.898 -0.412
Sb -0.168 -4.164 -0.444
C -0.782 -3.208 1.414
C -1.625 -4.092 2.081
C -2.101 -3.766 3.340
C -1.720 -2.566 3.895
C -0.890 -1.714 3.174
C -0.463 -0.407 3.779
N -0.423 -2.037 1.958
C -0.637 -3.027 -2.234
C -1.560 -3.752 -2.987
C -1.920 -3.301 -4.240
C -1.314 -2.155 -4.721
C -0.392 -1.490 -3.924
C 0.303 -0.272 -4.466
N -0.076 -1.900 -2.682
H 5.920 -1.943 -0.260
H 4.535 -0.987 0.260
H 4.777 -1.332 -1.452
H 5.778 -4.247 -0.049
H 4.428 -6.333 0.129
H 1.955 -6.156 -0.071
H -1.914 -5.027 1.620
H -2.757 -4.441 3.873
H -2.066 -2.268 4.876
H -1.144 -0.115 4.576
H -0.442 0.408 3.054
H 0.532 -0.503 4.221
H -1.996 -4.659 -2.589
H -2.641 -3.842 -4.839
H -1.532 -1.782 -5.713
H -0.012 -0.068 -5.488
H 1.384 -0.423 -4.480
H 0.087 0.609 -3.861
N 2.136 0.180 -1.685
C 3.080 1.293 -1.691
C 2.465 2.603 -1.184
N 1.695 2.468 0.049
C 2.434 2.549 1.307
C 3.213 1.287 1.659
N 2.363 0.087 1.717
H 2.551 -0.716 -1.454
H 1.671 0.046 -2.569
H 3.493 1.485 -2.688
H 3.933 1.024 -1.071
H 1.787 2.990 -1.946
H 3.290 3.323 -1.082
H 0.955 3.159 0.063
H 1.703 2.745 2.095
H 3.151 3.383 1.310
H 3.723 1.467 2.610
H 4.001 1.122 0.927
H 2.092 -0.122 2.669
H 2.847 -0.736 1.374
Br -3.804 6.117 6.070
C -3.198 5.202 4.531
C -3.507 5.703 3.276
C -3.058 5.025 2.154
C -2.316 3.857 2.281
C -2.019 3.373 3.550
C -2.454 4.042 4.682
C -1.840 3.134 1.049
O -2.065 3.641 -0.064
O -1.241 2.022 1.227
H -4.086 6.610 3.182
H -3.274 5.399 1.162
H -1.443 2.463 3.642
H -2.223 3.672 5.671
N -4.527 0.893 -1.888
C -3.505 1.725 -2.611
C -2.135 1.214 -2.180
N -1.034 2.135 -2.210
H -5.458 0.951 -2.295
H -4.577 1.178 -0.907
H -4.213 -0.106 -1.765
H -3.657 2.758 -2.302
H -3.682 1.631 -3.682
H -1.894 0.282 -2.695
H -2.269 0.940 -1.133
H -1.224 2.884 -1.535
H -0.769 2.529 -3.102
Cl -2.990 -1.521 -0.554
*
```

The HOMO energy comes out at -10.6 eV. Its relative energy (zero: lowest compared OMol25 entry of this formula, charge and spin) is 0.0 kcal per mole. The largest force on an atom is 0.7 eV/Å.

Here are the Löwdin charges for atoms 1 to 5, given in e: 1.704, -0.026, -0.326, -0.024, -0.052

=====

(4)
C6H69NO33 as an isolated structure, computed with wB97M-V/def2-TZVPD.

The geometry in ORCA input format:
```
! wB97M-V def2-TZVPD RIJCOSX def2/J DEFGRID3
* xyz 0 1
C -0.501 3.816 1.112
C -0.771 2.310 1.213
O 0.134 1.702 0.282
C -0.124 0.386 -0.046
O -1.498 0.067 -0.395
C -1.704 0.362 -1.688
O -2.774 0.562 -2.198
O -0.547 0.393 -2.357
C 0.529 0.157 -1.425
C 1.327 -1.110 -1.684
N 0.913 -2.207 -0.779
H -0.774 4.117 0.099
H 0.582 3.927 1.194
H -1.048 4.380 1.857
H -0.611 1.997 2.245
H -1.821 2.138 0.963
H 0.172 -0.314 0.731
H 1.192 1.013 -1.557
H 1.115 -1.402 -2.723
H 2.400 -0.929 -1.647
H 0.055 -2.583 -1.171
H 1.583 -2.959 -0.920
O 2.537 3.580 -0.740
H 2.715 3.848 -1.646
H 1.595 3.370 -0.728
O -0.888 2.193 4.320
H -0.260 1.483 4.517
H -0.841 2.771 5.093
O 2.066 -4.849 -2.163
H 2.989 -5.075 -2.317
H 1.621 -5.056 -2.994
O -4.975 1.002 -0.158
H -4.888 1.908 -0.466
H -4.349 0.510 -0.706
O -0.396 3.996 6.862
H -0.144 3.475 7.629
H -0.961 4.691 7.234
O 4.763 -3.828 -1.388
H 5.039 -4.253 -0.571
H 4.329 -3.012 -1.105
O -0.714 -4.333 -1.375
H -0.418 -5.165 -0.982
H -1.670 -4.444 -1.469
O 3.397 -1.141 -2.139
H 3.917 -1.482 -1.400
H 3.681 -1.675 -2.889
O -0.462 6.123 8.546
H 0.425 6.469 8.683
H -0.966 6.879 8.221
O 5.231 -1.222 -1.895
H 5.501 -0.395 -2.315
H 5.657 -1.905 -2.423
O -0.043 -6.553 -3.068
H 0.150 -5.637 -2.851
H -0.894 -6.510 -3.525
O -1.578 -0.706 -5.260
H -1.720 -0.095 -4.525
H -1.178 -0.160 -5.947
O -1.880 6.468 5.959
H -2.167 7.232 5.448
H -1.782 5.765 5.306
O 1.998 -2.583 -4.485
H 2.084 -1.645 -4.289
H 1.178 -2.645 -4.993
O -3.427 4.277 0.201
H -3.121 3.449 -0.184
H -4.386 4.204 0.226
O 0.425 0.546 6.183
H 0.677 -0.048 6.904
H -0.135 1.214 6.591
O -2.439 -2.630 0.472
H -2.180 -1.759 0.151
H -1.852 -3.197 -0.031
O 3.411 1.952 -1.987
H 3.086 1.041 -2.044
H 2.618 2.497 -1.977
O 0.634 -2.091 6.923
H 0.496 -2.511 6.067
H 0.901 -2.813 7.503
O 0.423 -4.117 -6.350
H 0.939 -4.882 -6.622
H -0.492 -4.380 -6.497
O -1.869 -4.473 -4.335
H -1.054 -4.043 -4.052
H -2.391 -3.765 -4.727
O 6.368 2.627 -1.456
H 6.895 2.823 -2.235
H 5.462 2.567 -1.780
O -1.715 3.431 -2.731
H -2.207 2.603 -2.664
H -2.364 4.120 -2.553
O -3.964 0.068 -6.689
H -3.363 -0.474 -6.156
H -4.843 -0.273 -6.499
O -4.672 -1.933 2.564
H -4.444 -1.050 2.256
H -4.088 -2.514 2.061
O -2.791 9.213 6.934
H -3.322 8.408 6.957
H -3.406 9.909 7.185
O -2.951 -7.704 -3.418
H -2.642 -8.541 -3.057
H -3.897 -7.823 -3.540
O 7.278 0.959 -2.062
H 7.248 0.804 -3.016
H 7.738 1.800 -1.984
O -1.845 -3.912 7.142
H -1.515 -3.031 7.358
H -2.752 -3.764 6.855
*
```

The HOMO energy comes out at -7.9 eV. The largest force on an atom is 10.3 eV/Å.

Here are the Löwdin charges for atoms 1 to 5, given in e: -0.055, -0.205, -0.057, -0.229, 0.088